No. 1
# CH18Na2O12

A molecular structure, CH18Na2O12 in a non-equilibrium geometry (the ωB97M-V functional and the def2-TZVPD basis, the Open Molecules 2025 dataset).

CARTESIAN COORDINATES (ANGSTROEM)
Na (3.54046, 1.17700, 0.80655)
Na (1.07216, 2.95504, -0.85874)
C (0.27218, 0.17367, 0.11300)
O (-0.00265, -0.91164, 0.71414)
O (-0.55748, 1.10982, -0.10095)
O (1.47931, 0.29371, -0.36978)
O (2.54405, -2.33252, -0.74830)
H (2.21564, -1.40758, -0.80232)
H (2.53155, -2.54518, 0.19271)
O (2.12821, -0.11704, 2.86331)
H (1.55148, -0.42911, 2.13151)
H (1.52184, 0.03568, 3.59590)
O (0.62681, -3.19852, 2.15629)
H (0.31511, -2.44881, 1.60725)
H (0.85778, -2.80549, 3.00293)
O (-2.99989, -0.45131, -0.16337)
H (-3.01407, -0.35218, -1.12205)
H (-2.12244, -0.11375, 0.10161)
O (-1.70220, 0.21321, 2.91035)
H (-1.07647, 0.59767, 3.53098)
H (-1.15330, -0.17578, 2.20142)
O (-0.24739, -1.80064, -2.70372)
H (-0.35876, -1.10134, -2.05320)
H (0.06542, -2.55407, -2.18811)
O (1.90054, 1.02846, -2.92631)
H (1.85662, 0.58761, -2.04927)
H (2.38321, 1.84241, -2.77197)
O (-2.52085, 3.11639, 0.23600)
H (-1.97059, 2.32016, 0.15143)
H (-3.10015, 3.09574, -0.53128)
O (-1.97341, 1.09828, -2.55755)
H (-1.46450, 1.27315, -1.73854)
H (-2.59823, 1.82697, -2.62992)

The calculation puts the HOMO energy at -9.3 eV. The calculation puts the HOMO-LUMO gap at 6.2 eV.

=====

No. 2
# C24H36ClN2O10P2V

A molecular structure, C24H36ClN2O10P2V (the ωB97M-V functional and the def2-TZVPD basis, the Open Molecules 2025 dataset).

CARTESIAN COORDINATES (ANGSTROEM)
V (-0.77345, -0.52762, 1.23626)
C (4.47358, 2.10135, -1.52436)
C (2.98463, 2.36372, -1.52294)
C (2.62474, 3.76812, -1.08794)
O (2.38266, 1.43126, -0.56601)
P (1.23556, 0.43170, -0.91324)
O (1.05826, -0.49790, 0.24836)
C (-0.23582, 1.39023, -1.29746)
P (-1.70101, 0.34652, -1.50969)
O (-1.57990, -0.88939, -0.67090)
O (-2.94519, 1.23235, -1.15744)
C (-3.25163, 1.73572, 0.18805)
C (-3.77917, 0.63196, 1.08866)
C (-4.28197, 2.82560, -0.01203)
O (-1.86348, -0.01310, -3.00342)
C (-2.12969, 0.96617, -4.07167)
C (-1.06381, 0.76157, -5.12233)
C (-3.53834, 0.73020, -4.56445)
O (1.54751, -0.26979, -2.27596)
C (2.50398, -1.39293, -2.35338)
C (3.24283, -1.23314, -3.66024)
C (1.72108, -2.68315, -2.25470)
H (4.96533, 2.77831, -2.22242)
H (4.69054, 1.07528, -1.82200)
H (4.88112, 2.26837, -0.52716)
H (2.57113, 2.14920, -2.51346)
H (2.99985, 3.95033, -0.08081)
H (1.54531, 3.92365, -1.08837)
H (3.07635, 4.49127, -1.76650)
H (-0.06706, 2.02283, -2.17163)
H (-0.38622, 2.05119, -0.43604)
H (-2.34217, 2.16395, 0.60968)
H (-4.61208, 0.11530, 0.61168)
H (-4.14083, 1.09160, 2.00844)
H (-3.05614, -0.13810, 1.39388)
H (-5.19611, 2.41343, -0.44086)
H (-3.89272, 3.59165, -0.68114)
H (-4.51811, 3.28986, 0.94439)
H (-2.05536, 1.96612, -3.63417)
H (-1.13517, -0.24760, -5.52849)
H (-0.06678, 0.89644, -4.70051)
H (-1.20243, 1.47725, -5.93214)
H (-3.63154, -0.28213, -4.95726)
H (-3.76899, 1.43998, -5.35880)
H (-4.25585, 0.86611, -3.75644)
H (3.19388, -1.29724, -1.51080)
H (2.53979, -1.27362, -4.49318)
H (3.96231, -2.04371, -3.77280)
H (3.77972, -0.28552, -3.70069)
H (1.00016, -2.74077, -3.07137)
H (1.18481, -2.74115, -1.30819)
H (2.40163, -3.53146, -2.32701)
O (0.55660, 2.43810, 6.13129)
C (0.70165, 1.15009, 6.38561)
O (1.07124, 0.73186, 7.44807)
C (0.39630, 0.19503, 5.26617)
C (0.49277, -1.18847, 5.35816)
Cl (0.98718, -2.16881, 6.63558)
N (0.14856, -1.71549, 4.16051)
N (-0.16245, -0.73931, 3.29961)
C (-0.01416, 0.41353, 3.94121)
C (-0.30314, 1.64188, 3.12769)
O (-0.22402, 2.75521, 3.61819)
O (-0.63890, 1.38678, 1.90500)
C (0.15702, -3.07061, 3.70288)
C (0.86209, -3.36337, 2.54338)
C (0.84410, -4.65999, 2.05467)
C (0.14085, -5.64895, 2.72986)
C (-0.55445, -5.34094, 3.89188)
C (-0.55751, -4.04331, 4.38036)
H (0.24503, 2.62733, 5.20828)
H (1.43540, -2.58573, 2.05085)
H (1.39513, -4.90449, 1.15639)
H (0.13754, -6.66242, 2.35232)
H (-1.10374, -6.10968, 4.41755)
H (-1.10886, -3.78851, 5.27550)

The spin multiplicity is 4. Its expectation value of S² is 3.76. The calculation puts the HOMO energy (alpha / beta) at -11.4 / -12.1 eV. The calculation puts the HOMO-LUMO gap (alpha / beta) at 8.9 / 9.5 eV. As for the charge: +1.

=====

No. 3
# CH4BrFSi

CH4BrFSi in the gas phase in a non-equilibrium geometry (the ωB97M-V functional and the def2-TZVPD basis, the Open Molecules 2025 dataset).

CARTESIAN COORDINATES (ANGSTROEM)
C (-0.65331, 0.57676, -0.48571)
F (-0.23423, -1.97056, 0.62581)
Si (0.73574, -0.57799, 0.18061)
Br (1.63295, 0.15739, 2.14424)
H (-1.50181, 0.00810, -0.95621)
H (-1.24578, 0.87210, 0.39172)
H (-0.39566, 1.44710, -1.04683)
H (1.66210, -0.51290, -0.85362)

The value obtained for the energy above the lowest of the compared OMol25 structures with the same formula, charge and spin is 15.69 kcal per mole. The calculation puts the HOMO energy at -10.9 eV. The calculation puts the HOMO-LUMO gap at 11.5 eV.

=====

No. 4
# C21H24ClN3O13PPd

A molecular structure, C21H24ClN3O13PPd in a non-equilibrium geometry (the ωB97M-V functional and the def2-TZVPD basis, the Open Molecules 2025 dataset).

CARTESIAN COORDINATES (ANGSTROEM)
Pd (-0.44084, -0.18080, 0.89091)
Cl (6.48329, 0.87661, 2.88327)
C (4.93074, 0.38858, 2.26243)
C (4.84508, -0.14213, 0.96517)
C (3.64730, -0.59194, 0.48165)
C (2.46636, -0.56538, 1.27571)
O (1.39961, -1.14309, 0.86094)
C (2.56355, 0.08111, 2.54762)
C (1.38778, 0.28135, 3.33590)
O (0.24222, -0.07161, 3.05180)
C (3.80833, 0.52343, 3.02772)
H (5.73957, -0.19002, 0.35767)
H (3.56335, -1.00264, -0.51607)
H (1.53602, 0.80254, 4.29764)
H (3.86545, 0.96853, 4.01442)
O (-0.72848, 6.10024, -4.23242)
N (-0.88740, 4.88884, -4.27596)
O (-1.40362, 4.30846, -5.21993)
C (-0.43824, 4.10512, -3.15629)
C (0.25585, 4.71108, -2.11740)
C (0.66049, 3.98449, -1.02645)
C (0.37654, 2.55399, -0.87809)
O (0.62462, 1.91626, 0.15219)
C (-0.25406, 1.97984, -2.07219)
C (-0.67804, 2.73948, -3.13150)
N (-0.49388, 0.57068, -2.15384)
O (0.13495, -0.16366, -1.39136)
O (-1.26878, 0.14249, -2.98169)
N (1.41594, 4.71570, -0.02113)
O (1.72743, 4.17457, 1.01911)
O (1.73198, 5.87275, -0.29035)
H (0.48438, 5.76408, -2.16638)
H (-1.18490, 2.27557, -3.96404)
C (-3.91017, -2.79998, 2.55873)
C (-2.63418, -2.38187, 1.83461)
C (-2.74718, -2.70283, 0.34166)
C (-1.40780, -3.08912, 2.41107)
O (-2.44375, -0.96807, 2.11733)
P (-3.05612, 0.27857, 1.23298)
O (-4.52494, 0.31286, 1.22224)
O (-2.29096, 0.28057, -0.08429)
O (-2.34220, 1.38079, 2.18013)
C (-2.68932, 2.79019, 2.17564)
C (-1.46338, 3.49479, 2.74228)
C (-3.89544, 2.97994, 3.09212)
C (-3.01059, 3.30777, 0.77217)
H (-4.09135, -3.86819, 2.43615)
H (-4.75155, -2.23576, 2.15371)
H (-3.82407, -2.56336, 3.62016)
H (-2.90600, -3.77500, 0.22457)
H (-1.83339, -2.42488, -0.18531)
H (-3.57728, -2.16336, -0.11424)
H (-1.52437, -4.17032, 2.33230)
H (-1.26493, -2.80845, 3.45474)
H (-0.51914, -2.79039, 1.85102)
H (-1.30957, 3.18858, 3.77932)
H (-1.58696, 4.57825, 2.70567)
H (-0.57712, 3.21423, 2.17603)
H (-3.67159, 2.58017, 4.08220)
H (-4.75180, 2.43991, 2.68564)
H (-4.13863, 4.04042, 3.17372)
H (-2.17283, 3.13121, 0.09704)
H (-3.21827, 4.37753, 0.81274)
H (-3.88572, 2.79247, 0.37430)

The spin multiplicity is 3. Its expectation value of S² is 2.01. The value obtained for the energy above the lowest of the compared OMol25 structures with the same formula, charge and spin is 22.67 kcal per mole. The calculation puts the HOMO energy (alpha / beta) at -5.8 / -5.8 eV. The calculation puts the HOMO-LUMO gap (alpha / beta) at 7.3 / 6.6 eV. As for the charge: -1.

=====

No. 5
# C4H2F2O

C4H2F2O in the gas phase in a non-equilibrium geometry (the ωB97M-V functional and the def2-TZVPD basis, the Open Molecules 2025 dataset).

CARTESIAN COORDINATES (ANGSTROEM)
C (0.17663, -1.04493, -0.07790)
C (0.98963, 0.06326, 0.04914)
C (-1.07604, -0.46588, -0.11775)
C (0.19412, 1.18445, 0.10920)
O (-1.09885, 0.84667, -0.05151)
F (-2.26008, -1.06684, -0.34752)
F (0.57846, 2.39845, 0.48077)
H (0.39941, -2.03480, -0.16280)
H (2.09673, 0.11963, 0.11836)

The value obtained for the energy above the lowest of the compared OMol25 structures with the same formula, charge and spin is 10.35 kcal per mole. The calculation puts the HOMO energy at -8.6 eV. The calculation puts the HOMO-LUMO gap at 9.5 eV.